Entry 1:
Computed, not measured: C2H5BrNP in the gas phase in a non-equilibrium geometry, with the ωB97M-V functional and the def2-TZVPD basis.

Geometry (Å):
1 C -1.00 0.34 0.28
2 C 0.33 0.00 -0.33
3 N 0.70 -1.16 -0.70
4 P 1.84 -1.78 -1.63
5 Br 3.19 -0.18 -2.23
6 H -1.44 -0.54 0.85
7 H -1.01 1.17 1.00
8 H -1.53 0.61 -0.69
9 H 1.00 0.80 -0.76
10 H 2.85 -2.07 -0.61

**Energy relative to the best compared isomer or geometry (same formula, charge and spin)**: 0.4543 eV
**HOMO-LUMO gap**: 9.46 eV
**SMILES**: C/C=N/PBr
**Electronic energy**: -3049.31018 Ha

Here are the Mulliken charges for atoms 1 to 5, given in e:
1 C -0.82
2 C 0.17
3 N -0.32
4 P 0.03
5 Br -0.22


Entry 2:
Computed, not measured: 2 unconnected molecules or ions with the total composition C4H5FN2OS in a non-equilibrium geometry, with the ωB97M-V functional and the def2-TZVPD basis.

Geometry (Å):
1 C 3.17 0.33 0.29
2 C 2.14 1.22 -0.01
3 C 1.35 0.54 -0.92
4 C -3.66 0.09 0.22
5 N 1.77 -0.69 -1.13
6 N 2.89 -0.80 -0.42
7 O -2.09 1.42 -1.30
8 F 2.01 2.51 0.42
9 S -2.15 0.57 -0.08
10 H 4.08 0.35 0.84
11 H -4.48 0.31 -0.50
12 H -3.79 -0.57 1.07
13 H 0.40 0.97 -1.38
14 H 3.26 -1.68 -0.61

**Energy relative to the best compared isomer or geometry (same formula, charge and spin)**: 1.1291 eV
**HOMO-LUMO gap**: 9.25 eV
**Electronic energy**: -838.12943 Ha

Here are the Mulliken charges for atoms 1 to 5, given in e:
1 C -0.59
2 C 0.58
3 C -0.46
4 C -0.44
5 N -0.73


Entry 3:
Computed, not measured: 2 unconnected molecules or ions with the total composition C3H12N2O2 in a non-equilibrium geometry, with the ωB97M-V functional and the def2-TZVPD basis.

Geometry (Å):
1 N -1.60 -0.07 0.12
2 C -0.95 0.40 1.36
3 C 0.31 -0.39 1.67
4 O 0.82 0.12 2.89
5 H -2.23 -0.85 0.28
6 H -2.12 0.66 -0.35
7 H -1.66 0.31 2.19
8 H -0.71 1.45 1.22
9 H 0.06 -1.46 1.73
10 H 1.04 -0.28 0.87
11 H 1.39 -0.55 3.27
12 N 0.72 1.11 -1.93
13 C 1.09 -0.31 -1.92
14 O 0.05 -1.12 -1.49
15 H 1.23 1.64 -2.62
16 H -0.24 1.08 -2.29
17 H 1.43 -0.68 -2.90
18 H 1.97 -0.46 -1.28
19 H -0.60 -0.60 -0.79

**Energy relative to the best compared isomer or geometry (same formula, charge and spin)**: 1.6317 eV
**HOMO-LUMO gap**: 9.63 eV
**SMILES**: NCCO.NCO
**Electronic energy**: -381.45495 Ha

Here are the Mulliken charges for atoms 1 to 5, given in e:
1 N -0.50
2 C -0.52
3 C -0.20
4 O -0.52
5 H 0.27


Question: Which formula does entry 2 have?
Answer: C4H5FN2OS


Question: Among the records above, which one has the highest HOMO-LUMO gap?
Answer: C3H12N2O2